Below is a structure of composition C20H22AlClF5NOP, with properties calculated with ωB97M-V with the def2-TZVPD basis set.

Each line ends with the Mulliken charge.
Positions of all 52 atoms, in Å:
C -1.149 -4.955 2.653  -1.11
C -1.296 -4.644 1.160  0.33
F -1.986 -5.755 0.557  -0.36
Al -2.269 -2.894 0.833  -0.03
N -1.592 -1.485 1.824  -0.33
F -2.043 -2.461 -0.778  -0.37
P -4.619 -3.265 1.246  0.15
O -4.963 -2.157 2.449  -0.48
Cl -4.733 -5.080 2.330  -0.34
H -1.874 -5.725 2.911  0.39
H -1.341 -4.077 3.272  0.22
H -0.150 -5.319 2.906  0.19
H -0.305 -4.651 0.697  0.26
H -0.612 -1.315 1.636  -0.02
H -1.723 -1.542 2.824  0.23
H -5.849 -2.345 2.754  0.29
F 0.766 0.968 0.270  -0.34
C 0.147 1.088 -0.927  0.54
C 0.860 1.627 -1.979  -0.49
C 0.233 1.752 -3.210  -0.35
C -1.084 1.343 -3.367  -0.59
C -1.776 0.806 -2.288  -0.39
C -1.162 0.673 -1.052  -0.46
H 1.882 1.947 -1.829  0.43
H 0.773 2.177 -4.045  0.37
H -1.571 1.446 -4.327  0.38
H -2.800 0.482 -2.405  0.40
H -1.683 0.239 -0.205  0.47
F 1.446 -2.591 3.082  -0.32
C 2.472 -2.572 2.218  0.48
C 3.117 -3.756 1.921  -0.48
C 4.169 -3.729 1.019  -0.28
C 4.562 -2.534 0.433  -0.52
C 3.894 -1.358 0.748  -0.39
C 2.837 -1.370 1.645  -0.40
H 2.789 -4.676 2.387  0.41
H 4.681 -4.649 0.768  0.35
H 5.382 -2.519 -0.272  0.37
H 4.192 -0.425 0.290  0.36
H 2.291 -0.470 1.893  0.42
F 0.316 4.830 -3.988  -0.31
C 0.160 5.497 -2.826  0.30
C -0.617 4.924 -1.840  -0.17
C -0.770 5.607 -0.643  -0.47
C -0.157 6.838 -0.452  -0.52
C 0.617 7.390 -1.463  -0.29
C 0.785 6.716 -2.664  -0.52
H -1.081 3.961 -2.012  0.45
H -1.367 5.169 0.145  0.38
H -0.281 7.365 0.484  0.37
H 1.095 8.350 -1.317  0.35
H 1.390 7.122 -3.464  0.41

Net charge: -1
Spin multiplicity: 1
Energy above the lowest of the compared OMol25 structures with the same formula, charge and spin (kJ/mol): 21.1
E_LUMO (eV): 2.43
HOMO energy (eV): -4.0
Calculated total energy (Ha): -2448.841170
Molecular weight (g/mol): 480.80